{
  "formula": "C6H13N4O2",
  "method": "wB97M-V/def2-TZVPD",
  "symbols": ["C", "N", "C", "N", "O", "C", "C", "N", "C", "C", "N", "O", "H", "H", "H", "H", "H", "H", "H", "H", "H", "H", "H", "H", "H"],
  "xyz": [[2.804, -1.284, -1.650], [1.733, -0.696, -1.311], [1.655, 0.487, -0.461], [1.145, 0.088, 0.815], [1.926, -0.963, 1.342], [-0.301, -0.119, 0.890], [-0.674, -0.751, 2.225], [-0.908, 1.124, 0.587], [-1.991, 0.627, -0.723], [-2.933, 1.581, -1.271], [-1.663, -0.537, -0.985], [-0.695, -1.062, -0.199], [2.780, -2.258, -2.119], [3.765, -0.812, -1.485], [0.820, -1.181, -1.368], [0.948, 1.215, -0.870], [2.649, 0.927, -0.347], [2.236, -0.679, 2.216], [-1.758, -0.806, 2.300], [-0.285, -0.145, 3.040], [-0.270, -1.759, 2.283], [-1.471, 1.514, 1.325], [-3.603, 1.070, -1.959], [-2.397, 2.369, -1.803], [-3.512, 2.049, -0.475]],
  "atomic_forces_ev_per_a": [[0.065, 0.074, -0.080], [-0.058, -0.892, -0.339], [-0.030, 0.678, 0.771], [0.287, 0.361, 0.489], [-0.063, -0.229, -0.294], [0.078, -0.156, 0.702], [0.027, 0.009, -0.404], [-2.421, -0.876, -3.517], [3.116, 1.227, 3.931], [-0.357, 0.354, -0.371], [-0.837, -0.593, -1.290], [0.459, 0.048, 0.607], [-0.179, -0.035, -0.072], [-0.040, 0.112, 0.112], [0.274, 0.093, -0.126], [0.196, -0.172, -0.053], [-0.121, -0.133, -0.184], [-0.159, 0.201, -0.265], [-0.010, 0.022, -0.036], [0.012, 0.017, 0.087], [0.010, 0.013, 0.072], [-0.144, -0.113, 0.266], [-0.032, 0.039, -0.015], [-0.035, -0.008, 0.013], [-0.039, -0.043, -0.004]],
  "e_above_lowest_kj_mol": 514.7,
  "total_energy_ha": -605.538054,
  "total_charge": 1,
  "orbital_gap_ev": 8.614
}



{
  "formula": "C19H21F5NO12S2",
  "method": "wB97M-V/def2-TZVPD",
  "symbols": ["C", "C", "C", "C", "F", "C", "N", "S", "C", "C", "S", "H", "H", "H", "H", "H", "H", "H", "H", "H", "C", "C", "O", "C", "O", "O", "F", "H", "H", "H", "C", "C", "O", "C", "O", "O", "F", "H", "H", "H", "C", "C", "O", "C", "O", "O", "F", "H", "H", "H", "C", "C", "O", "C", "O", "O", "F", "H", "H", "H"],
  "xyz": [[1.431, -1.009, 1.313], [0.495, 0.066, 0.647], [-0.912, -0.473, 0.773], [-1.252, -1.522, -0.085], [-0.360, -1.946, -0.968], [-2.482, -2.079, 0.002], [-3.375, -1.604, 0.882], [-4.958, -2.325, 1.016], [-3.085, -0.591, 1.707], [-1.852, 0.016, 1.699], [-1.411, 1.326, 2.820], [1.681, -1.742, 0.542], [2.299, -0.557, 1.795], [0.840, -1.524, 2.083], [0.746, 0.220, -0.405], [0.562, 1.038, 1.136], [-2.742, -2.913, -0.648], [-4.658, -3.401, 1.787], [-3.831, -0.230, 2.410], [-1.914, 2.465, 2.287], [-3.604, 3.260, 6.907], [-2.301, 3.142, 7.654], [-1.373, 2.885, 6.611], [-1.873, 3.479, 5.495], [-1.242, 3.694, 4.510], [-3.179, 3.800, 5.651], [-2.310, 2.091, 8.504], [-4.077, 2.290, 6.745], [-4.314, 3.921, 7.399], [-2.003, 4.043, 8.192], [1.717, -3.958, -2.152], [2.108, -5.311, -1.613], [2.193, -6.097, -2.783], [2.539, -5.249, -3.800], [2.950, -5.590, -4.851], [2.348, -3.946, -3.429], [1.140, -5.819, -0.808], [0.637, -3.861, -2.279], [2.075, -3.138, -1.531], [3.065, -5.330, -1.088], [-0.465, 2.148, -2.298], [-0.284, 3.273, -3.285], [0.409, 4.247, -2.518], [1.134, 3.570, -1.589], [2.021, 4.025, -0.955], [0.701, 2.272, -1.479], [-1.481, 3.783, -3.666], [-1.358, 2.281, -1.681], [-0.509, 1.170, -2.778], [0.303, 3.013, -4.166], [3.413, -0.581, -4.225], [3.230, 0.353, -3.056], [2.760, 1.537, -3.677], [2.098, 1.143, -4.803], [1.357, 1.838, -5.420], [2.386, -0.139, -5.120], [4.402, 0.615, -2.438], [4.387, -0.462, -4.700], [3.275, -1.627, -3.959], [2.498, 0.016, -2.315]],
  "atomic_forces_ev_per_a": [[-0.924, 0.335, -0.219], [-0.041, -0.305, 0.500], [1.284, 0.818, -0.468], [-0.115, 0.850, 0.988], [-0.193, -0.229, -0.157], [0.010, -1.069, -1.122], [-0.469, -0.440, 0.652], [-0.436, -0.201, -0.214], [0.004, 0.792, 0.796], [0.369, 0.235, -1.098], [0.043, -0.026, 0.834], [0.339, 0.061, 0.350], [-0.011, -0.115, -0.319], [0.404, 0.013, -0.005], [-0.019, -0.130, 0.202], [0.047, -0.227, -0.020], [-0.310, 0.194, 0.259], [0.318, 0.380, -0.143], [-0.163, -0.383, -0.273], [-0.134, -0.570, -0.356], [-0.474, 0.224, 0.066], [0.010, -0.474, 0.196], [-0.221, 0.482, -0.117], [0.120, 0.053, -0.203], [-0.096, -0.170, -0.074], [0.284, -0.150, 0.125], [0.087, 0.033, -0.017], [0.166, -0.079, 0.100], [0.049, 0.146, -0.193], [0.045, -0.085, 0.083], [0.046, 0.496, 0.061], [-0.371, -0.333, -0.011], [0.312, 0.539, 0.073], [0.062, -0.265, -0.497], [-0.078, 0.072, 0.058], [-0.005, -0.226, 0.234], [0.048, -0.007, 0.042], [-0.014, -0.226, 0.070], [0.142, 0.021, -0.154], [-0.084, -0.074, 0.118], [-0.002, -0.463, 0.127], [-0.407, 0.459, -0.202], [0.223, -0.657, 0.118], [0.332, 0.462, 0.141], [-0.099, -0.142, 0.089], [-0.210, 0.233, -0.271], [0.015, 0.027, 0.055], [-0.051, 0.189, -0.125], [0.208, -0.007, 0.037], [-0.183, 0.120, 0.046], [0.057, -0.527, -0.068], [0.570, 0.248, -0.060], [-0.440, -0.368, -0.018], [0.059, 0.067, -0.499], [0.114, -0.130, 0.010], [-0.018, 0.257, 0.307], [-0.100, 0.017, 0.108], [0.028, 0.165, 0.135], [-0.196, 0.014, -0.174], [0.069, 0.073, 0.098]],
  "e_above_lowest_kj_mol": 39.1,
  "total_energy_ha": -2989.712848,
  "total_charge": 1,
  "orbital_gap_ev": 8.465
}



{
  "formula": "H48O24",
  "method": "wB97M-V/def2-TZVPD",
  "symbols": ["O", "H", "H", "O", "H", "H", "O", "H", "H", "O", "H", "H", "O", "H", "H", "O", "H", "H", "O", "H", "H", "O", "H", "H", "O", "H", "H", "O", "H", "H", "O", "H", "H", "O", "H", "H", "O", "H", "H", "O", "H", "H", "O", "H", "H", "O", "H", "H", "O", "H", "H", "O", "H", "H", "O", "H", "H", "O", "H", "H", "O", "H", "H", "O", "H", "H", "O", "H", "H", "O", "H", "H"],
  "xyz": [[1.427, -3.242, 0.629], [1.561, -2.765, 1.448], [0.964, -2.623, 0.064], [4.275, -1.131, 0.194], [4.528, -2.040, 0.036], [4.910, -0.615, -0.302], [2.612, -0.823, -2.798], [2.435, -1.220, -1.945], [3.496, -1.116, -3.020], [1.861, 0.328, 0.324], [2.555, -0.331, 0.355], [1.929, 0.788, 1.160], [-0.047, -2.283, -1.662], [-0.412, -1.658, -1.035], [-0.705, -2.342, -2.354], [1.913, -3.914, -3.159], [1.183, -3.423, -2.783], [2.467, -4.133, -2.409], [2.649, 3.170, 2.751], [2.356, 2.375, 3.196], [2.439, 3.877, 3.362], [-4.633, -2.165, -1.559], [-3.986, -2.170, -2.264], [-4.541, -1.302, -1.155], [-1.333, -1.902, 1.616], [-1.602, -1.289, 0.932], [-1.064, -1.344, 2.346], [-2.507, -2.102, -3.202], [-2.766, -2.739, -3.869], [-2.650, -1.251, -3.616], [3.636, 1.441, -1.474], [3.244, 0.855, -2.123], [3.211, 1.205, -0.650], [0.209, 2.989, 1.234], [0.997, 3.432, 1.549], [-0.323, 2.857, 2.019], [-2.578, -4.352, 2.497], [-3.000, -3.948, 3.255], [-2.136, -3.628, 2.053], [-1.217, 0.315, 3.596], [-1.482, 1.151, 3.212], [-1.542, 0.350, 4.496], [3.447, -3.738, -0.950], [2.574, -3.543, -0.611], [3.996, -3.815, -0.169], [-2.603, 0.372, -3.978], [-2.447, 0.918, -4.748], [-3.261, 0.850, -3.474], [-4.501, 4.248, -1.109], [-5.257, 3.664, -1.053], [-4.590, 4.830, -0.355], [-0.988, -0.070, -0.367], [-1.716, 0.552, -0.369], [-0.276, 0.395, 0.071], [-2.664, 2.289, -1.843], [-2.049, 2.804, -2.365], [-3.260, 2.936, -1.466], [1.914, -1.726, 2.711], [1.814, -1.923, 3.643], [2.670, -1.140, 2.670], [-0.662, 5.121, -0.811], [0.208, 5.192, -1.204], [-0.617, 4.333, -0.270], [-1.345, 3.210, 3.736], [-1.612, 3.968, 4.256], [-1.386, 2.474, 4.347], [0.304, 1.059, -3.308], [-0.525, 0.595, -3.189], [0.974, 0.418, -3.071], [1.402, 1.008, 3.855], [0.604, 0.511, 3.673], [1.522, 0.930, 4.801]],
  "atomic_forces_ev_per_a": [[0.007, -0.459, -0.555], [0.085, 0.169, 0.439], [-0.620, -0.054, -0.219], [-0.059, 0.098, 0.471], [-0.214, -0.231, -0.224], [0.097, 0.511, -0.251], [-0.129, 0.499, -0.181], [-0.185, -0.391, 0.224], [0.158, -0.296, -0.216], [-0.656, 0.217, 0.104], [0.529, -0.697, -0.041], [-0.132, 0.350, 0.304], [0.853, -0.417, 0.044], [-0.373, 0.490, 0.039], [-0.562, 0.008, -0.290], [-0.125, -0.250, -0.667], [-0.184, 0.230, 0.175], [0.295, -0.199, -0.032], [0.324, 0.600, -0.427], [-0.335, -0.486, 0.171], [0.090, 0.249, 0.162], [-0.943, -0.017, 0.523], [0.649, -0.076, -0.197], [0.001, 0.115, 0.136], [-0.075, -0.681, 0.456], [0.078, 0.253, -0.482], [0.042, 0.110, 0.170], [0.171, -0.994, 0.215], [0.082, -0.386, -0.197], [0.201, 0.902, -0.453], [1.095, 0.647, 0.018], [-0.344, -0.287, -0.249], [-0.452, 0.115, 0.014], [-0.565, -0.360, -0.668], [0.644, -0.004, 0.198], [-0.130, 0.287, 0.294], [-0.188, -0.607, 0.266], [-0.118, 0.060, 0.090], [0.295, 0.519, -0.323], [0.115, -0.204, 0.115], [-0.227, 0.139, -0.608], [-0.268, -0.348, 0.325], [1.512, 0.032, -0.756], [-0.696, 0.095, 1.040], [-0.136, -0.551, 0.186], [-0.064, 0.026, -0.282], [0.212, 0.024, -0.323], [-0.087, 0.385, 0.542], [0.019, -0.096, -0.099], [-0.366, -0.131, -0.058], [0.139, 0.249, 0.194], [-0.591, -0.018, 0.254], [-0.299, 0.434, -0.526], [0.824, 0.218, -0.021], [-0.057, -0.847, -0.022], [0.446, 0.127, -0.066], [-0.239, 0.623, 0.224], [-0.096, 0.178, 0.422], [-0.059, -0.207, 0.237], [0.303, 0.222, -0.131], [-0.367, 0.366, -0.189], [0.210, -0.024, -0.129], [0.182, -0.462, 0.361], [-0.034, -0.235, -0.121], [-0.113, 0.373, -0.015], [0.175, 0.143, 0.435], [-0.169, 0.479, -0.172], [-0.315, -0.165, 0.088], [0.417, -0.288, 0.018], [0.735, 0.167, 0.297], [-0.597, -0.256, -0.344], [0.183, 0.010, 0.281]],
  "e_above_lowest_kj_mol": 295.0,
  "total_energy_ha": -1834.564064,
  "orbital_gap_ev": 8.506
}



{
  "formula": "C26H23BrN3O5PPt",
  "method": "wB97M-V/def2-TZVPD",
  "symbols": ["Pt", "C", "C", "C", "C", "C", "C", "P", "C", "C", "C", "C", "C", "C", "C", "C", "C", "C", "C", "C", "H", "H", "H", "H", "H", "H", "H", "H", "H", "H", "H", "H", "H", "H", "N", "N", "C", "O", "O", "H", "H", "H", "C", "O", "H", "H", "H", "Br", "C", "C", "N", "C", "C", "C", "C", "O", "O", "H", "H", "H"],
  "xyz": [[-0.113, -0.444, 0.526], [-5.351, -4.068, 0.139], [-4.962, -3.773, -1.161], [-3.887, -2.932, -1.387], [-3.181, -2.394, -0.308], [-3.583, -2.677, 0.990], [-4.670, -3.511, 1.210], [-1.767, -1.364, -0.748], [-2.441, -0.135, -1.867], [-3.436, 0.712, -1.386], [-3.918, 1.724, -2.198], [-3.412, 1.886, -3.481], [-2.412, 1.047, -3.953], [-1.913, 0.042, -3.141], [-0.412, -2.273, -1.501], [-0.267, -3.262, -2.461], [1.015, -3.718, -2.726], [2.103, -3.199, -2.032], [1.948, -2.216, -1.060], [0.674, -1.736, -0.804], [-6.196, -4.721, 0.316], [-5.503, -4.188, -2.001], [-3.611, -2.677, -2.404], [-3.079, -2.220, 1.826], [-4.986, -3.716, 2.224], [-3.801, 0.611, -0.371], [-4.675, 2.399, -1.821], [-3.787, 2.682, -4.111], [-2.005, 1.190, -4.945], [-1.107, -0.590, -3.491], [-1.124, -3.674, -2.980], [1.173, -4.490, -3.468], [3.095, -3.576, -2.247], [2.818, -1.866, -0.518], [1.734, 0.509, 1.054], [1.714, 1.778, 0.441], [0.880, 1.941, -0.691], [1.104, 2.859, -1.440], [-0.104, 1.093, -0.799], [1.820, 0.605, 2.064], [2.500, -0.065, 0.709], [2.612, 2.229, 0.340], [-0.529, -2.429, 2.717], [0.390, -1.684, 1.978], [0.009, -2.851, 3.572], [-0.945, -3.266, 2.140], [-1.344, -1.809, 3.109], [2.846, 1.868, 4.541], [1.444, 2.689, 3.561], [1.527, 4.032, 3.226], [0.588, 4.644, 2.512], [-0.450, 3.923, 2.099], [-0.606, 2.571, 2.378], [0.359, 1.941, 3.149], [-1.771, 1.794, 1.810], [-2.760, 2.378, 1.414], [-1.593, 0.505, 1.766], [2.373, 4.629, 3.546], [-1.201, 4.428, 1.503], [0.262, 0.889, 3.389]],
  "atomic_forces_ev_per_a": [[-0.005, -0.067, -0.103], [0.009, 0.020, 0.020], [-0.003, 0.012, -0.033], [0.008, -0.036, 0.014], [0.104, -0.111, -0.011], [-0.002, 0.137, 0.064], [-0.006, -0.008, -0.003], [0.062, 0.005, -0.006], [0.085, 0.037, -0.029], [-0.010, -0.021, 0.055], [0.008, -0.009, -0.003], [0.010, -0.003, -0.009], [-0.011, 0.025, -0.002], [-0.015, -0.058, -0.010], [-0.046, 0.023, -0.060], [-0.013, 0.005, -0.013], [-0.037, -0.026, -0.025], [0.046, 0.022, 0.020], [-0.004, 0.051, 0.012], [-0.010, 0.031, 0.047], [-0.001, 0.000, -0.002], [-0.006, -0.008, 0.007], [0.020, -0.002, 0.000], [0.106, 0.034, 0.041], [-0.005, -0.007, -0.003], [-0.003, 0.023, 0.015], [0.000, -0.001, 0.009], [0.000, 0.000, -0.001], [-0.001, -0.001, -0.003], [0.002, 0.005, 0.000], [0.004, -0.008, 0.005], [0.001, 0.002, -0.005], [0.002, -0.001, 0.002], [-0.005, 0.008, 0.004], [0.042, 0.015, 0.006], [0.130, -0.043, -0.179], [0.098, 0.060, 0.038], [-0.027, 0.083, -0.088], [-0.269, -0.056, -0.102], [0.024, -0.060, -0.059], [-0.012, -0.059, 0.072], [0.008, 0.005, 0.026], [-0.090, 0.006, 0.088], [-0.025, -0.139, -0.098], [-0.017, -0.015, -0.013], [-0.055, 0.020, -0.005], [-0.028, -0.033, -0.032], [0.000, 0.001, -0.013], [-0.085, -0.011, 0.056], [0.000, 0.000, -0.012], [0.026, -0.018, 0.005], [-0.040, 0.007, -0.018], [0.007, -0.032, 0.106], [-0.125, 0.211, 0.151], [0.180, -0.075, -0.325], [-0.098, 0.025, 0.159], [0.126, 0.069, 0.162], [0.008, -0.005, 0.003], [0.006, -0.006, 0.000], [-0.069, -0.023, 0.079]],
  "e_above_lowest_kj_mol": 77.3,
  "total_energy_ha": -4579.717072,
  "orbital_gap_ev": 8.793
}